Entry 1:
Computed, not measured: a cluster of 2 separate species, C6H13O in total, with the ωB97M-V functional and the def2-TZVPD basis.

Cartesian coordinates (Å):
C (-0.6184, 2.1093, -1.3812)
O (0.2280, 1.1470, -0.9521)
C (-1.6980, 2.4675, -0.3419)
H (-1.1714, 1.8291, -2.3135)
H (-0.1001, 3.0672, -1.6486)
H (-2.4102, 3.2225, -0.7058)
H (-1.2185, 2.8430, 0.5646)
H (-2.2445, 1.5585, -0.0725)
C (1.6976, -0.5859, 1.0376)
C (0.6815, -1.6475, 0.7234)
C (0.0383, -2.3195, 1.6745)
C (0.4071, -1.8616, -0.7378)
H (2.6703, -0.8677, 0.6241)
H (1.7919, -0.4461, 2.1149)
H (1.3681, 0.3443, 0.5487)
H (-0.7160, -3.0596, 1.4233)
H (0.2316, -2.1220, 2.7231)
H (-0.3894, -2.5942, -0.8820)
H (1.3176, -2.2028, -1.2364)
H (0.1344, -0.8815, -1.1624)

Atoms 1-2, force components in eV/Å:
0.1674 -0.1375 0.0808
-0.0667 0.1567 -0.0729

E_HOMO: -2.677 eV
calculated total energy: -8479.5493 eV
charge: -1
energy relative to the best compared isomer or geometry (same formula, charge and spin): 9.0 kcal per mole

Atom charges from the Löwdin analysis, given in e for atoms 1 to 6: -0.577, -0.357, -0.155, 0.068, 0.067, 0.041

---

Entry 2:
Computed, not measured: the ion C6H13O with charge -1 at a distorted geometry, with the ωB97M-V functional and the def2-TZVPD basis.

Cartesian coordinates (Å):
C (0.2527, 2.2655, 0.2829)
C (-0.2572, 0.7978, 0.3004)
C (-1.7391, 0.5997, 0.6460)
C (0.1820, 0.0613, -0.9762)
C (0.2809, -1.4653, -0.8674)
C (1.1813, -2.0065, 0.2379)
O (0.8405, -1.7183, 1.5015)
H (1.3285, 2.1609, 0.1887)
H (0.0888, 2.7203, 1.2607)
H (-0.2533, 2.7998, -0.5212)
H (0.2485, 0.2341, 1.0998)
H (-2.2103, 1.4591, 1.1343)
H (-1.8284, -0.2040, 1.3801)
H (-2.3082, 0.2942, -0.2395)
H (-0.5444, 0.2898, -1.7690)
H (1.2230, 0.3670, -1.1203)
H (0.6515, -1.8496, -1.8294)
H (-0.6877, -1.9793, -0.7463)
H (1.2987, -3.1348, 0.0404)
H (2.2523, -1.6916, -0.0034)

Atoms 1-2, force components in eV/Å:
-0.5932 -1.5998 0.4897
0.2541 -0.2992 0.8093

E_HOMO: -2.221 eV
SMILES: CC(C)CCC[O-]
calculated total energy: -8479.6405 eV
charge: -1
energy relative to the best compared isomer or geometry (same formula, charge and spin): 6.9 kcal per mole

Atom charges from the Löwdin analysis, given in e for atoms 1 to 6: -0.088, -0.445, -0.086, -0.206, -0.246, -0.577